# C20H20N4O3

A single C20H20N4O3 molecule at a distorted geometry (wB97M-V/def2-TZVPD, OMol25).

Calculated values
DFT total energy   -1218.90717 Ha
HOMO level   -8.14 eV
Molecular weight   364.40 g/mol
F_max   1.46 eV/Å
SMILES   CCOC(=O)Cc1nnc(Nc2ccc(C(=O)NC)cc2)c2ccccc12
Gap between HOMO and LUMO   8.09 eV
LUMO level   -0.0019 Ha

The geometry in XYZ format:
```
47
Properties=species:S:1:pos:R:3:nbo_charge:R:1
C -0.64 1.74 7.85 -0.63
C -0.38 0.72 6.76 -0.08
H -0.70 -0.27 7.06 0.19
H 0.69 0.71 6.50 0.20
O -1.14 1.02 5.58 -0.50
C -0.63 1.90 4.73 0.81
O 0.42 2.48 4.88 -0.61
C -1.54 2.06 3.52 -0.54
C -1.10 1.09 2.45 0.18
N -1.81 0.01 2.35 -0.22
N -1.57 -0.89 1.42 -0.28
C -0.61 -0.72 0.54 0.38
N -0.51 -1.73 -0.39 -0.59
C -0.25 -1.62 -1.75 0.16
C -0.24 -0.40 -2.43 -0.22
C 0.04 -0.37 -3.78 -0.15
C 0.28 -1.54 -4.49 -0.17
C 0.26 -2.75 -3.82 -0.18
C 0.00 -2.80 -2.46 -0.24
H -0.01 -3.74 -1.94 0.21
H 0.48 -3.68 -4.34 0.21
C 0.59 -1.41 -5.95 0.66
O 1.13 -0.43 -6.42 -0.63
N 0.21 -2.47 -6.71 -0.61
H -0.31 -3.22 -6.29 0.39
C 0.41 -2.51 -8.13 -0.42
H 1.01 -3.38 -8.42 0.19
H 0.94 -1.60 -8.41 0.24
H -0.54 -2.54 -8.66 0.19
H 0.06 0.57 -4.31 0.24
H -0.46 0.51 -1.90 0.22
H -1.03 -2.55 -0.11 0.41
C 0.34 0.35 0.65 -0.12
C 1.53 0.44 -0.09 -0.18
C 2.38 1.49 0.11 -0.20
C 2.08 2.48 1.05 -0.19
C 0.95 2.40 1.82 -0.19
C 0.06 1.32 1.64 -0.01
H 0.75 3.14 2.57 0.24
H 2.76 3.31 1.19 0.22
H 3.30 1.56 -0.45 0.22
H 1.78 -0.33 -0.80 0.23
H -2.55 1.80 3.81 0.26
H -1.48 3.09 3.16 0.23
H -0.10 1.46 8.75 0.22
H -1.70 1.79 8.08 0.21
H -0.30 2.73 7.54 0.22
```

=====

# C5H9NO2S

A single C5H9NO2S molecule at a distorted geometry (wB97M-V/def2-TZVPD, OMol25).

Calculated values
DFT total energy   -799.25155 Ha
HOMO level   -9.57 eV
Molecular weight   147.20 g/mol
F_max   6.31 eV/Å
SMILES   N[C@]12C[C@H]1CCS2(=O)=O
Gap between HOMO and LUMO   10.40 eV
LUMO level   0.0305 Ha

The geometry in XYZ format:
```
18
Properties=species:S:1:pos:R:3:nbo_charge:R:1
C 0.87 1.10 0.35 -0.41
C -0.36 -1.23 0.87 -0.41
C 1.63 0.33 -0.80 -0.65
C -0.32 0.29 0.74 -0.20
C -0.92 -0.62 -0.38 -0.13
N -2.27 -0.60 -0.76 -0.82
O 0.89 -1.73 -2.11 -0.95
O -0.18 0.40 -2.82 -0.93
S 0.28 -0.45 -1.75 2.11
H 1.46 1.20 1.16 0.22
H 0.68 2.20 0.09 0.23
H 0.61 -1.75 1.02 0.24
H -1.10 -1.53 1.48 0.23
H 2.14 1.18 -1.33 0.26
H 2.22 -0.46 -0.59 0.23
H -1.20 0.92 1.22 0.23
H -2.59 0.35 -0.93 0.38
H -2.58 -1.11 -1.55 0.39
```